Entry from the Open Molecules 2025 dataset: 5 unconnected molecules or ions with the total composition C2H13NO4 (the ωB97M-V functional and the def2-TZVPD basis).

Properties
* relative energy (zero: lowest compared OMol25 entry of this formula, charge and spin): 1.462 eV
* orbital gap: 10.7 eV
* SMILES: C=NC.O.O.O.O
* charge: 0

```
20
Properties=species:S:1:pos:R:3:mulliken_charge:R:1
N -0.28530 -1.23342 0.96281 -0.494
H -1.34215 -3.38613 -1.57587 0.320
H 0.96532 -0.43953 2.45921 0.385
H 0.99261 -0.77445 -2.91360 0.297
H 1.73651 -0.85015 0.98606 0.295
H -0.22105 1.09120 -1.11164 0.349
H -1.84942 0.23588 1.35489 0.300
O -0.58430 -2.81636 -1.41759 -0.711
H 0.23334 -1.04246 -1.68866 0.382
H 0.78615 2.98664 0.38431 0.319
O -0.52384 1.96245 -0.79969 -0.638
O 0.88652 3.37803 1.27372 -0.645
H -2.29106 -1.46086 1.19974 0.217
H -0.96204 2.28580 -1.59679 0.263
C 0.85529 -0.38087 1.39586 -0.684
C -1.41827 -0.75251 1.24770 -0.203
H -0.63554 -2.54837 -0.47863 0.448
H 0.90767 0.64045 1.00153 0.119
H 1.84098 3.52383 1.33586 0.321
O 0.90858 -0.41918 -2.01922 -0.641
```


Entry from the Open Molecules 2025 dataset: 5 unconnected molecules or ions with the total composition C2H13O4S (the ωB97M-V functional and the def2-TZVPD basis).

Properties
* relative energy (zero: lowest compared OMol25 entry of this formula, charge and spin): 0.960 eV
* orbital gap: 7.1 eV
* charge: -1

```
20
Properties=species:S:1:pos:R:3:mulliken_charge:R:1
H -1.85786 0.22820 -4.30497 0.349
H 1.79011 2.14859 3.21808 0.329
H 1.92556 -2.11233 -1.22296 0.333
H -0.36280 0.16747 3.26829 0.318
H -2.28270 1.43006 -5.11405 0.309
H 0.62501 2.10231 2.32530 0.250
H 2.43798 -0.72874 -0.26663 0.259
C 1.57271 -1.17671 -0.79339 -0.922
O -2.06369 0.49814 -5.20751 -0.669
O -1.54629 0.78178 -1.50904 -0.640
S -0.13625 0.03920 1.06445 -0.723
H 1.09536 -1.92111 1.08823 0.237
H -1.69745 1.50562 -0.90180 0.313
H -0.20541 -2.18478 -0.18894 0.329
H -1.41259 0.09631 -0.80640 0.230
H -0.53707 -1.19591 3.71321 0.287
O 1.11653 2.72857 2.86932 -0.659
H 1.17775 -0.53151 -1.58180 0.230
C 0.50577 -1.48796 0.28123 -0.526
O -0.14468 -0.38719 4.06939 -0.634
```


Entry from the Open Molecules 2025 dataset: 5 unconnected molecules or ions with the total composition C2H13O4S (the ωB97M-V functional and the def2-TZVPD basis).

Properties
* relative energy (zero: lowest compared OMol25 entry of this formula, charge and spin): 1.029 eV
* orbital gap: 7.8 eV
* charge: -1

```
20
Properties=species:S:1:pos:R:3:mulliken_charge:R:1
O -2.28852 -0.74797 -1.35834 -0.682
H -1.67435 -0.64217 1.83495 0.275
S 0.44049 0.11184 1.51630 -0.636
O -2.64356 -0.67278 1.83301 -0.669
H 2.51471 -0.44099 0.58337 0.287
H -0.07891 2.50541 1.00144 0.311
H 0.38085 -1.08575 -0.11963 0.034
H 2.29096 -1.67446 -0.23037 0.394
C 0.00704 1.62056 0.31173 -0.173
H -2.33641 -0.30435 -0.50314 0.293
O 0.16686 -1.86512 -0.68379 -0.786
H 1.96903 2.24758 -0.23850 0.276
H 0.82325 2.66526 -1.60456 0.304
H -3.03444 -1.36315 1.26033 0.308
H 1.39816 1.04051 -1.31506 0.277
O 3.04147 -1.11278 0.03196 -0.683
H -1.29894 -1.00857 -1.40373 0.362
H 0.18874 -2.63980 0.09194 0.372
H -0.90521 1.43170 -0.26096 0.116
C 1.03879 1.93504 -0.74696 -0.981
```


Entry from the Open Molecules 2025 dataset: 4 unconnected molecules or ions with the total composition C2H14N2O3 (the ωB97M-V functional and the def2-TZVPD basis).

Properties
* 2S+1: 2
* relative energy (zero: lowest compared OMol25 entry of this formula, charge and spin): 1.049 eV
* orbital gap (spin up / spin down): 2.6 / 9.9 eV
* charge: -1

```
21
Properties=species:S:1:pos:R:3:lowdin_spin:R:1
H -2.23926 3.53167 0.51025 0.002
H 1.71557 -0.14743 1.68673 0.011
O 1.98178 0.09362 2.61295 0.032
C -1.04145 2.02452 0.24891 0.051
O 0.08725 -3.32043 1.54699 0.089
H -0.10896 -3.92785 -2.49992 0.082
H -0.35527 1.22685 -1.53114 0.054
H 0.33930 -3.35662 -3.84082 0.069
H -0.95817 2.22117 1.36929 0.003
H 1.85894 1.01450 2.61444 0.008
C 0.06346 1.40820 -0.57067 0.114
N -1.49540 3.42707 -0.23889 0.007
H 0.66900 -2.56682 1.73791 0.018
H -0.41773 -0.39537 -0.06177 0.057
N 0.43134 0.13889 0.06685 0.047
H 0.65742 -4.06779 1.52019 0.021
H 0.79079 2.21907 -0.62897 0.009
H -1.86883 1.26710 0.23131 0.019
H -2.01093 3.45507 -1.17525 0.007
O 0.68210 -3.91582 -3.13577 0.230
H 1.21906 -0.32959 -0.46262 0.071
```


Question: Which formula does entry 1 have?
Answer: C2H13NO4


Question: Number 4 is which compound?
Answer: C2H14N2O3


Question: Among the records above, which one has the highest charge?
Answer: C2H13NO4


Question: relative energy (zero: lowest compared OMol25 entry of this formula, charge and spin) of number 1 (C2H13NO4)?
Answer: 1.462 eV